*w*
ORCA calculation (wB97M-V/def2-TZVPD) on a cluster of 2 separate species, C2H4NO2 in total.

Atoms and positions in Å:
1 C -0.469 0.661 -0.359
2 C 0.386 0.873 0.915
3 N -0.438 1.807 0.528
4 O -1.022 2.977 0.566
5 O 0.746 -2.700 -0.084
6 H -0.152 0.800 -1.540
7 H -1.304 -0.003 -0.183
8 H 0.498 -1.714 0.226
9 H 1.754 -2.701 -0.069

Computed properties:
LUMO level: 3.99 eV
Kohn-Sham gap: 7.2323 eV
HOMO level: -3.25 eV
Total charge: -1

Atomic partial charges in e from the Löwdin method, atoms 1 to 5:
1. C -0.291
2. C -0.113
3. N -0.416
4. O -0.249
5. O -0.174

***

*x*
ORCA calculation (wB97M-V/def2-TZVPD) on the ion C2H4NO2 with charge -1.

Atoms and positions in Å:
1 C -1.054 0.037 -0.346
2 N 0.277 -0.459 -0.244
3 C 1.218 0.207 0.671
4 O 2.404 0.147 0.234
5 O 0.793 0.711 1.698
6 H -1.737 -0.823 -0.262
7 H -1.274 0.541 -1.312
8 H -1.298 0.787 0.404
9 H 0.671 -1.147 -0.842

Computed properties:
LUMO level: 4.45 eV
Kohn-Sham gap: 7.8017 eV
SMILES string: CNC(=O)[O-]
HOMO level: -3.35 eV
Total charge: -1

Atomic partial charges in e from the Löwdin method, atoms 1 to 5:
1. C -0.182
2. N -0.058
3. C -0.819
4. O -0.136
5. O -0.061

***

*y*
ORCA calculation (wB97M-V/def2-TZVPD) on a cluster of 2 separate species, C2H4NO2 in total.

Atoms and positions in Å:
1 O -1.486 -0.530 1.038
2 C -1.411 -0.140 -0.202
3 N -0.954 1.056 -0.662
4 C 1.440 -0.463 -0.193
5 O 2.401 0.177 -0.026
6 H -2.179 -0.649 -0.909
7 H -0.639 1.511 0.220
8 H 1.005 -1.111 0.796
9 H 1.002 -0.703 -1.203

Computed properties:
LUMO level: 4.29 eV
Kohn-Sham gap: 7.7161 eV
HOMO level: -3.43 eV
Total charge: -1

Atomic partial charges in e from the Löwdin method, atoms 1 to 5:
1. O -0.256
2. C -0.636
3. N -0.072
4. C -0.263
5. O -0.042

***

Verdict on stability: *x* comes out on top.

***

*w*
ORCA calculation (wB97M-V/def2-TZVPD) on the molecule C7H5NO2.

Atoms and positions in Å:
1 C -3.020 -0.030 0.097
2 C -1.115 -0.646 0.664
3 C -0.929 0.425 -0.147
4 C 2.005 -0.449 0.098
5 C 1.531 0.857 0.175
6 C 2.343 -1.676 0.256
7 C 0.263 1.161 -0.636
8 N -2.412 -0.934 0.800
9 O 2.093 1.740 0.818
10 O -2.190 0.833 -0.506
11 H -4.077 0.070 -0.033
12 H 3.154 -2.145 -0.286
13 H 1.834 -2.344 0.943
14 H 0.445 0.905 -1.685
15 H 0.073 2.234 -0.558

Computed properties:
LUMO level (alpha / beta): -1.14 / -1.43 eV
Kohn-Sham gap (alpha / beta): 8.0621 / 8.0744 eV
HOMO level (alpha / beta): -9.20 / -9.50 eV

Atomic partial charges in e from the Löwdin method, atoms 1 to 5:
1. C -0.193
2. C 0.060
3. C -0.270
4. C 0.058
5. C -0.438

***

*x*
ORCA calculation (wB97M-V/def2-TZVPD) on a cluster of 2 separate species, C7H5NO2 in total.

Atoms and positions in Å:
1 C -1.809 -0.886 -1.485
2 C -1.880 -2.248 -1.567
3 C -1.578 0.499 -1.145
4 C 0.230 -0.908 -0.304
5 C -0.680 -1.748 -1.046
6 C -0.450 0.454 -0.421
7 C 0.684 -1.290 1.124
8 N 1.121 3.339 0.721
9 O 1.304 2.164 0.679
10 O 1.658 4.219 1.333
11 H -2.079 1.420 -1.342
12 H 1.169 -0.931 -0.788
13 H -0.186 -1.485 1.626
14 H 1.178 -0.409 1.681
15 H 1.317 -2.191 0.934

Computed properties:
LUMO level (alpha / beta): -0.84 / -2.11 eV
Kohn-Sham gap (alpha / beta): 7.2467 / 5.6346 eV
HOMO level (alpha / beta): -8.09 / -7.74 eV

Atomic partial charges in e from the Löwdin method, atoms 1 to 5:
1. C -0.126
2. C 0.087
3. C -0.064
4. C -0.359
5. C -0.076

***

Verdict on stability: *w* comes out on top.

***

*w*
ORCA calculation (wB97M-V/def2-TZVPD) on the ion C5H8N with charge +1.

Atoms and positions in Å:
1 C -1.823 -1.119 -0.019
2 N -1.049 -0.118 -0.136
3 C -0.975 1.308 0.146
4 C 0.299 0.188 -0.182
5 C 1.380 -0.258 0.676
6 C 1.641 -0.051 -0.814
7 H -1.381 -2.117 -0.287
8 H -2.921 -0.944 0.084
9 H -1.433 1.850 1.084
10 H -1.074 1.925 -0.751
11 H 1.397 -1.091 1.355
12 H 1.834 0.568 1.220
13 H 2.327 0.747 -0.882
14 H 1.776 -0.887 -1.494

Computed properties:
LUMO level: -5.13 eV
Kohn-Sham gap: 9.9097 eV
SMILES string: C=[N+]1CC12CC2
HOMO level: -15.04 eV
Total charge: +1

Atomic partial charges in e from the Löwdin method, atoms 1 to 5:
1. C 0.218
2. N -0.090
3. C 0.112
4. C -0.264
5. C -0.058

***

*x*
ORCA calculation (wB97M-V/def2-TZVPD) on the ion C5H8N with charge +1.

Atoms and positions in Å:
1 C 0.516 1.362 -0.935
2 N 0.374 0.592 0.258
3 C -1.022 0.522 0.620
4 C -1.175 -0.789 0.317
5 C -0.227 -1.874 0.765
6 C 0.370 -0.860 -0.109
7 H -0.234 0.887 -1.810
8 H 0.340 2.475 -0.698
9 H 1.490 1.326 -1.356
10 H 0.957 0.847 1.049
11 H -1.719 1.285 0.765
12 H -0.207 -1.861 1.902
13 H -0.244 -2.950 0.386
14 H 0.783 -0.962 -1.155

Computed properties:
LUMO level: -4.97 eV
Kohn-Sham gap: 8.8778 eV
SMILES string: C[N@H+]1C=C2C[C@@H]21
HOMO level: -13.85 eV
Total charge: +1

Atomic partial charges in e from the Löwdin method, atoms 1 to 5:
1. C -0.032
2. N -0.121
3. C 0.014
4. C 0.024
5. C -0.008

***

*y*
ORCA calculation (wB97M-V/def2-TZVPD) on a structure of composition C5H8N.

Atoms and positions in Å:
1 C -0.793 1.811 0.787
2 C -1.098 1.368 -0.559
3 C -0.350 0.366 1.193
4 C 0.464 -0.664 -1.042
5 C -0.320 0.267 -0.262
6 N 0.830 -1.804 -0.302
7 H -0.876 2.711 1.345
8 H -1.567 1.774 -1.444
9 H 0.519 0.194 1.713
10 H -1.115 -0.418 1.589
11 H -0.172 -0.991 -1.874
12 H 1.363 -0.244 -1.442
13 H 0.468 -1.850 0.675
14 H 1.767 -2.213 -0.434

Computed properties:
LUMO level: -6.19 eV
Kohn-Sham gap: 7.3342 eV
HOMO level: -13.52 eV
Total charge: +1

Atomic partial charges in e from the Löwdin method, atoms 1 to 5:
1. C 0.214
2. C 0.113
3. C -0.055
4. C -0.209
5. C -0.156

***

*z*
ORCA calculation (wB97M-V/def2-TZVPD) on the ion C5H8N with charge +1.

Atoms and positions in Å:
1 C 2.657 -0.532 -0.301
2 C 2.398 0.760 -0.123
3 C -0.052 0.295 -0.020
4 C -1.260 1.169 -0.229
5 C -0.403 -0.932 0.680
6 N 1.081 0.683 -0.181
7 H 2.494 -1.446 -0.813
8 H 2.985 1.582 0.225
9 H -1.166 1.684 -1.089
10 H -1.073 1.801 0.650
11 H -2.169 0.622 -0.039
12 H -0.686 -0.462 1.703
13 H 0.551 -1.570 0.932
14 H -1.167 -1.668 0.292

Computed properties:
LUMO level (alpha / beta): -5.99 / -6.00 eV
Kohn-Sham gap (alpha / beta): 8.5085 / 8.5051 eV
HOMO level (alpha / beta): -14.50 / -14.50 eV
Total charge: +1

Atomic partial charges in e from the Löwdin method, atoms 1 to 5:
1. C 0.363
2. C -0.101
3. C -0.377
4. C 0.046
5. C -0.010

***

Verdict on stability: *y* comes out on top.

***

*w*
ORCA calculation (wB97M-V/def2-TZVPD) on a cluster of 2 separate species, CH4N3 in total.

Atoms and positions in Å:
1 C -0.832 -1.121 0.835
2 N -0.494 1.067 -0.225
3 N 0.454 1.517 -0.827
4 N 0.287 -1.645 0.587
5 H -1.301 1.618 -0.093
6 H 0.325 2.421 -1.243
7 H 0.330 -2.606 0.248
8 H 1.231 -1.252 0.718

Computed properties:
LUMO level (alpha / beta): -6.89 / -6.89 eV
Kohn-Sham gap (alpha / beta): 7.7136 / 7.7149 eV
HOMO level (alpha / beta): -14.60 / -14.60 eV
Total charge: +1

Atomic partial charges in e from the Löwdin method, atoms 1 to 5:
1. C 0.309
2. N 0.001
3. N 0.098
4. N 0.115
5. H 0.076

***

*x*
ORCA calculation (wB97M-V/def2-TZVPD) on the ion CH4N3 with charge +1.

Atoms and positions in Å:
1 N -2.254 -0.263 -0.026
2 C -1.105 -0.078 -0.049
3 N 0.025 0.359 0.029
4 N 1.373 0.047 -0.011
5 H -3.209 -0.071 0.250
6 H 1.798 -0.131 -0.876
7 H 1.685 -0.840 0.502
8 H 1.687 0.977 0.182

Computed properties:
LUMO level: -4.47 eV
Kohn-Sham gap: 10.6886 eV
SMILES string: N=C=N[NH3+]
HOMO level: -15.16 eV
Total charge: +1

Atomic partial charges in e from the Löwdin method, atoms 1 to 5:
1. N 0.276
2. C -0.250
3. N 0.060
4. N 0.203
5. H 0.138

***

Verdict on stability: *x* comes out on top.